DFT (wB97M-V/def2-TZVPD) results for C20H30N2P2Zn as an isolated structure.

Structure (XYZ):
```
55
Properties=species:S:1:pos:R:3:forces:R:3:mulliken_charge:R:1
Zn 0.4610 -0.0614 -0.0189 -0.1 0.3 0.4 -0.8118
C 3.0799 1.3739 2.0783 -0.4 0.6 0.2 -1.2867
P 2.2279 1.4939 0.4840 -0.6 0.0 0.2 0.2365
C 3.3647 2.0967 -0.7670 -0.3 0.4 -0.3 -1.1568
C 1.0649 2.8976 0.9159 1.1 -0.5 -0.1 1.4222
C 1.5693 4.2239 1.2767 -1.2 0.6 1.2 -0.9105
C 0.8608 5.0099 2.1355 0.2 -1.1 -0.3 -0.8770
C -0.2880 4.4887 2.8521 0.0 0.2 0.4 -0.4852
C -0.8051 3.2708 2.6167 0.0 0.6 0.2 -1.2799
C -0.2301 2.4596 1.5714 -0.2 0.2 0.4 -0.1440
P -2.5159 1.2086 0.2535 -0.3 1.2 -0.4 0.2748
C -3.5604 2.2802 1.3584 0.8 -0.2 0.6 -1.2539
C -2.9921 -0.3979 0.9135 0.2 -0.9 0.8 -0.9805
H 2.3260 1.4244 2.8809 0.3 -0.2 -0.3 0.4041
H 3.6901 2.2721 2.1503 0.3 0.0 0.2 0.4335
H 3.6870 0.4904 2.2017 0.1 -0.2 -0.1 0.4086
H 4.0011 2.8998 -0.4008 -0.2 0.3 -0.2 0.4106
H 2.7514 2.3608 -1.6513 0.5 0.2 0.4 0.3961
H 4.0310 1.3121 -1.0749 0.2 -0.6 -0.1 0.4326
H 2.4979 4.5498 0.8804 0.7 0.2 -0.3 0.5046
H 1.1662 5.9964 2.4253 0.4 0.3 -0.2 0.4612
H -0.6662 5.1095 3.6689 -0.1 -0.3 -0.4 0.4356
H -1.6522 2.9125 3.1770 0.1 -0.2 0.1 0.5730
H -3.4569 1.9393 2.3907 0.1 0.1 0.0 0.3357
H -4.5864 2.1058 1.1264 -0.8 -0.1 -0.5 0.4217
H -3.3917 3.3592 1.3400 0.2 -0.2 -0.3 0.3973
H -3.1663 -0.3427 1.9867 0.2 0.0 0.2 0.3752
H -2.2876 -1.2345 0.7360 -0.4 0.5 -0.2 0.2362
H -3.9747 -0.6302 0.5147 0.0 -0.2 -0.4 0.3887
N -0.1647 2.8969 0.1341 -0.4 -0.6 -0.8 -0.4824
C -0.7756 1.4116 0.7284 -0.2 0.2 -0.4 1.3963
H -0.6215 3.7949 -0.0556 -0.1 -0.4 0.1 0.4056
C -1.4960 -1.7474 -3.1998 1.4 0.4 -0.8 -0.7846
N -0.3340 -2.6638 -3.5231 -0.9 0.1 -0.3 -0.0241
C -0.8871 -4.0449 -3.4309 -0.4 -0.8 -0.4 -0.9992
C 0.8425 -2.3837 -2.6182 -1.0 0.5 1.3 -1.4049
C 0.6659 -2.8533 -1.1938 0.1 -1.5 0.1 1.8505
C 0.8103 -4.2533 -0.9614 -0.6 0.7 -0.1 -0.3737
C 0.6384 -4.7924 0.2940 0.3 0.0 0.2 -0.8056
C 0.4465 -3.9433 1.3761 0.3 -0.6 0.3 -0.8136
C 0.3971 -2.5787 1.1641 -0.3 0.0 0.6 0.1311
C 0.4450 -2.0019 -0.1196 0.3 0.1 0.0 -0.7291
H -2.2253 -1.9434 -3.9766 -0.4 0.2 0.3 0.3798
H -1.0900 -0.7365 -3.2729 -0.4 0.0 0.0 0.3462
H -1.8029 -1.9469 -2.1756 -0.2 -0.1 -0.2 0.3631
H 0.0330 -2.5202 -4.4894 -0.7 0.1 0.8 0.3641
H -1.2785 -4.1772 -2.4274 0.1 0.0 0.0 0.4805
H -0.0965 -4.7626 -3.6115 0.0 -0.1 -0.1 0.3634
H -1.7323 -4.2432 -4.1339 0.9 0.6 0.3 0.3611
H 0.9886 -1.2979 -2.6229 0.1 -0.2 -0.3 0.4933
H 1.6428 -2.8929 -3.0641 1.4 -0.5 -0.6 0.5094
H 0.9357 -4.9275 -1.7901 0.4 -0.1 -0.1 0.4544
H 0.7292 -5.8533 0.5045 -0.1 0.1 -0.4 0.4191
H 0.4087 -4.4290 2.3663 -0.1 0.7 -0.4 0.4031
H 0.3145 -1.9793 2.0770 -0.1 0.2 -0.4 0.3342
```
Positions in Å, forces in eV/Å.

Its HOMO energy is -14.006 eV. Its total charge is +2. The calculation puts the HOMO-LUMO gap at 8.481 eV. The calculation puts the total energy at -3350.96304 a.u.